C27H40BBr2Cl3F4I2N3O7S as an isolated structure, computed with the ωB97M-V functional and the def2-TZVPD basis.

```
90
C27H40BBr2Cl3F4I2N3O7S (the ωB97M-V functional and the def2-TZVPD basis)
H 2.96971 -3.38704 -1.70186
H -5.56582 0.47129 0.67971
H -2.84526 1.92600 6.14020
H -0.20528 -1.29083 -3.62352
H -0.55578 -3.56868 2.98482
H -0.51899 1.23722 4.34120
C -1.12063 -1.04673 1.99618
H -0.68655 0.11426 -2.75144
C -1.10609 -1.87281 -0.39969
H 1.16245 -2.98548 3.27294
H 2.86944 0.21483 -4.40560
H -2.35485 3.07917 4.80462
H 0.79177 -0.72127 -2.35708
O -2.41379 5.69154 2.20679
O 0.36314 0.75325 -0.65632
N 2.12957 2.07727 -1.67300
H 4.56479 0.89756 1.51326
C -2.19493 4.84295 1.40512
S 2.81243 -1.17621 -6.30483
H 3.75282 1.88537 0.33617
Cl -3.63730 -0.61839 4.27288
O -0.90232 2.90674 2.68205
H -5.08066 2.87413 1.30068
H 4.19728 -2.62012 -8.59692
C -1.08260 -1.84524 -1.75811
C 5.20112 -2.11538 -6.74776
C 0.10014 -2.87274 3.52278
O 4.39435 -0.99290 -6.33950
C -0.26206 -0.89207 -2.59450
C -2.04732 2.25261 5.45880
C 3.69604 1.57276 1.38454
H 2.77641 -0.29173 1.31264
C 2.46175 0.66361 1.71894
H 2.51704 -0.60445 -0.72659
H 0.58820 1.16002 2.58878
H 4.88393 -3.02060 -6.22623
C 2.44298 0.29613 -5.40326
H -1.84461 -1.86484 2.11754
Cl 1.29660 2.98973 1.18440
C -2.16838 0.19546 2.04248
Br -2.14070 -2.98526 -2.91350
Cl 2.77755 0.41799 3.53182
H 1.60231 -1.72089 1.59688
H -1.18862 2.54293 6.08243
C 1.19735 1.53279 -1.28051
H 6.21637 -1.89415 -6.42150
N -2.68945 3.54538 1.60830
C -0.36540 -1.40539 3.32997
C 2.20714 -1.62643 -0.47755
H -3.25956 1.50340 3.50387
H 5.43061 -1.38127 -8.76321
F -1.53595 5.15870 0.29265
B -3.76143 -0.20499 1.70054
H 2.85847 1.14836 -5.93517
H 1.35970 0.38706 -5.34372
N -1.51032 1.20869 1.06871
C -5.11652 0.62687 1.68514
F -1.53276 2.60776 -0.78858
H -6.49442 2.21787 2.04317
O -4.07674 -1.52146 1.42351
H -5.82357 0.08195 2.33783
C 2.31083 -2.51957 -1.75465
C -2.56041 0.65137 3.49995
H -1.17070 -1.43099 4.08635
H 0.33489 -0.64907 3.70209
O 2.49300 -2.31304 -5.49003
Br -2.32399 -3.33521 0.15859
C 1.11738 -1.85095 0.62120
H -3.27327 3.58480 2.43606
H 5.90024 -3.07991 -8.54226
C -1.55454 1.01275 4.62739
C 5.18369 -2.31152 -8.25090
F -3.43670 2.00358 -0.19578
C -0.25353 -1.02877 0.60363
H -1.46811 0.21312 5.37565
H 0.02888 -3.17215 4.58244
C 1.02213 1.22199 1.57901
C -0.11665 0.61396 0.66024
I 4.07382 -2.33939 0.56724
H -4.62929 -1.57899 0.63331
C -5.39400 2.10385 2.01559
O 2.29756 -1.03482 -7.62870
H 3.87580 2.34536 2.13669
F -2.32183 0.54842 -1.07258
C -2.14471 1.55958 -0.24053
C -1.59575 2.53428 1.79927
H 2.78364 -1.87588 -2.52595
H -5.10380 2.46857 3.02304
I 1.02379 -4.04916 0.52280
H 1.36881 -2.84649 -2.21155
```

orbital gap: 0.2534 hartree
LUMO energy: -4.3 eV
energy: -263669.283 eV
HOMO: -11.174 eV
net charge: +1

---

C27H40BIrN10O4S3Se as an isolated structure, computed with the ωB97M-V functional and the def2-TZVPD basis.

```
87
C27H40BIrN10O4S3Se (the ωB97M-V functional and the def2-TZVPD basis)
C 3.47615 -0.56547 2.76835
H 5.58214 2.71616 3.20567
S 1.92441 1.15123 -0.37512
C -0.60882 -1.69008 1.64853
H -4.90859 3.71925 -0.78273
C -2.79589 -2.26301 2.96675
C 2.52927 0.18839 0.90671
O -0.91244 -3.50164 -2.72015
H 0.52061 1.89927 -5.17841
Ir -0.63314 1.03649 0.10319
N 1.38654 -0.88991 -3.45020
H -1.59308 -2.47124 4.76125
H -2.25238 -4.00017 4.15876
C -0.02496 4.38803 -0.33272
H -0.06175 -1.87924 -5.50379
H 2.99534 1.45944 4.54042
C 0.67744 1.30836 -4.27663
N -2.84062 1.43309 -0.03538
H -1.15334 -0.87229 -4.56757
H -3.14253 -0.23817 2.26643
H -0.58124 6.51717 -0.66942
Se -2.27746 -2.78629 -2.32057
S -0.18218 -0.13290 2.25751
N -2.10748 5.01401 -0.54860
C 0.92616 -0.15774 -4.65652
H -3.31285 -2.83958 4.97573
H 1.54648 1.69858 -3.74423
C -0.81423 5.47657 -0.53619
H 4.08148 2.79449 0.58952
N 3.25312 0.56690 2.00430
H 0.05489 -4.41441 0.04727
H 3.38180 -1.46734 -4.05268
C -3.09262 -0.78461 3.20576
H -2.34102 -0.32123 3.83181
H -6.08544 1.48622 -0.52386
H 3.15111 3.18156 4.15771
C -2.46299 -2.93951 4.29967
C -4.02455 0.76247 -0.11756
N 0.16817 -2.41395 0.80726
C 2.70192 -1.91461 -2.03022
N 2.34608 -1.14678 0.97485
C -3.10746 2.71336 -0.29248
H -0.61111 -0.32508 -6.15469
C -2.05749 3.66309 -0.34988
C -1.48232 -3.72110 1.44793
B 1.51504 -2.13524 0.11341
H 2.92879 0.33923 -5.34910
H 5.37437 1.02775 3.66577
C -0.30624 -0.84790 -5.24781
H -2.18207 -4.52315 1.56985
N -1.64509 -2.48405 2.04840
C -0.38155 -3.67079 0.68653
C -5.02760 1.63086 -0.40719
H 1.81113 2.23585 3.48375
H 2.10686 -3.17912 0.13824
H 3.51236 -2.41064 -1.52905
H 3.99588 -0.54591 3.70638
O -2.92408 -1.90739 -3.47668
H 5.75779 1.43886 1.99230
O -3.29603 -3.62513 -1.43911
H 1.67965 0.34253 -6.59365
C 3.71126 1.88677 2.52306
H 1.04820 4.33330 -0.27373
H 2.51944 3.20456 1.29498
N -0.79493 3.27005 -0.20881
H -4.05811 -0.69773 3.70768
C 3.56431 3.02283 1.51835
H -4.92985 -2.55279 2.83624
H 2.29599 -1.19599 -5.99705
H -0.19166 1.42829 -3.63389
C 2.92723 -1.60812 2.12814
C 2.03776 -0.17753 -5.70762
C 5.19748 1.75296 2.87345
N 1.51765 -1.66547 -1.38365
H -4.01255 -3.99909 2.42305
C 0.71247 -1.04824 -2.27761
O -1.65869 -1.39071 -1.13524
S -0.84426 -0.29611 -2.02421
H -4.09611 -2.66482 1.27297
H -4.07446 -0.30391 0.01929
C -4.03394 -2.91364 2.33293
H -2.93255 5.57240 -0.67004
N -4.44459 2.87334 -0.50733
C 2.86617 2.20798 3.75879
H 2.89059 -2.64908 2.39337
H 3.99447 3.92615 1.95427
C 2.63437 -1.43892 -3.28521
```

orbital gap (alpha / beta): 0.2069 / 0.2069 hartree
LUMO energy (alpha / beta): -0.1 / -0.1 eV
ΔE to the lowest compared entry with this formula, charge and spin: 199.7 kJ/mol
energy: -153106.782 eV
HOMO (alpha / beta): -5.737 / -5.738 eV

---

C27H40BN6RuS3 as an isolated structure, computed with the ωB97M-V functional and the def2-TZVPD basis.

```
78
C27H40BN6RuS3 (the ωB97M-V functional and the def2-TZVPD basis)
H -0.14964 1.96096 5.07692
C 3.26286 1.90696 -0.74098
C -2.65284 1.86186 3.85022
H -4.02174 -0.88944 -3.32928
C -0.83544 1.85866 -3.07818
N 1.57936 -1.44324 -0.31228
H 4.77696 3.45646 -1.13398
C -2.11934 -0.25264 -2.55948
H 1.91486 2.20656 0.96752
H -4.27594 1.39276 -3.26858
H -1.57024 3.51216 1.94142
H -3.42904 1.36536 3.22892
H 4.97206 1.97496 -2.12888
C 4.13126 -0.50654 -0.88608
C 3.94036 -1.87494 -0.74028
C -0.84924 -0.61914 4.12052
C 4.69846 2.34756 -1.11788
N -0.61124 -0.25064 1.79962
C -2.11034 0.70386 -4.89098
C 2.94576 2.46936 0.65862
H 3.64606 2.04816 1.41232
H -3.30814 2.86066 -3.60708
C -0.48564 -2.86274 5.15902
B 0.08716 -1.76674 0.08302
H -5.20694 -2.76504 -2.77418
N -0.26724 -1.51954 1.57262
H 5.34366 -3.33554 0.03082
C -3.20824 -1.11564 -2.65248
H 5.12616 -0.15034 -1.10518
C 2.29996 2.51696 -1.76438
H -4.17414 -4.17044 -2.35258
S 2.52146 -3.81374 -0.19158
H -0.43574 3.49626 4.19042
C 2.64676 -2.36594 -0.41778
H 5.43936 1.97616 -0.37748
C -3.26924 -2.26364 -1.87288
H 2.40636 3.62276 -1.80468
H 4.97276 -3.49634 -1.73558
S 0.11076 -3.83634 2.44042
N -1.11784 -1.64914 -0.91368
H 0.53226 -3.28814 5.28642
H -0.83914 2.13926 -2.00368
H -1.21684 -3.68924 5.03722
C -0.20074 2.41716 4.06572
C -0.90474 0.24576 3.02702
C -4.48754 -3.15724 -2.02398
H 0.12856 -5.73614 0.01092
H -0.33574 2.37726 1.30252
C -2.20924 -2.54094 -0.97038
C -0.21804 -2.42904 2.62852
H -3.02764 0.14566 -5.17248
H 0.07896 1.27236 -3.31218
H -1.22734 0.08536 -5.15988
H 1.26556 2.29266 -1.45888
C -1.31444 2.43736 1.81862
S -2.30184 -3.77234 -0.17378
C -3.32254 1.90916 -3.03258
H -5.02054 -3.23394 -1.05268
H 6.07426 -2.20614 -1.15448
H -2.66934 1.40456 4.86142
C 3.07096 0.38086 -0.70228
H -0.81224 2.79526 -3.67668
H -1.07094 -0.25024 5.11342
Ru 0.12856 -3.90844 0.01092
N -1.10574 -0.56634 -1.70008
H -3.32404 2.15776 -1.94848
C -1.26534 1.72436 3.19052
N 1.83446 -0.13404 -0.43548
H 0.80296 2.33146 3.59452
C -2.09484 1.03746 -3.38598
H 2.48696 2.10376 -2.77908
C 5.15286 -2.77634 -0.90938
H -0.74364 -2.31334 6.08942
H -2.08444 1.63546 -5.49708
H -2.08134 1.97236 1.16142
H -2.92624 2.93336 3.96372
H 3.04076 3.57686 0.67292
C -0.51674 -1.96394 3.93862
```

orbital gap (alpha / beta): 0.2256 / 0.1648 hartree
LUMO energy (alpha / beta): -10.7 / -12.5 eV
multiplicity: 5
energy: -73319.002 eV
HOMO (alpha / beta): -16.824 / -17.023 eV
expectation value of S²: 6.10
net charge: +3